Density functional theory data (ωB97M-V with the def2-TZVPD basis set) for a 4-piece molecular cluster, C3H12ClO3 overall.

As for the HOMO energy: -0.192 Eh. The value obtained for the HOMO-LUMO gap is 8.83 eV. For the energy above the lowest of the compared OMol25 structures with the same formula, charge and spin, the calculation gives 1.31 kJ/mol. The value obtained for the LUMO energy is 3.617 eV. As for the charge: -1.

```
19
Properties=species:S:1:pos:R:3:mulliken_charge:R:1
Cl 0.991 0.075 -1.032 -0.92
C -3.031 1.368 -1.608 -0.42
O -1.672 1.701 -1.765 -0.41
H -3.576 2.262 -1.280 0.21
H -3.435 1.043 -2.569 0.24
H -3.181 0.620 -0.826 0.09
H -1.123 1.026 -1.334 0.27
C -1.874 -0.189 1.601 -0.47
O -0.527 -0.560 1.714 -0.43
H -2.354 -0.628 0.717 0.15
H -2.395 -0.554 2.490 0.29
H -2.000 0.903 1.567 0.24
H -0.092 -0.342 0.866 0.19
C 4.287 -1.137 0.476 -0.49
O 3.724 -1.427 -0.765 -0.41
H 4.975 -1.936 0.789 0.21
H 4.882 -0.208 0.473 0.21
H 3.541 -1.053 1.276 0.20
H 2.861 -0.965 -0.789 0.24
```

=====

Density functional theory data (ωB97M-V with the def2-TZVPD basis set) for a 2-piece molecular cluster, C5H9BrN overall at a distorted geometry.

As for the HOMO energy: -0.499 Eh. The value obtained for the HOMO-LUMO gap is 7.69 eV. For the energy above the lowest of the compared OMol25 structures with the same formula, charge and spin, the calculation gives 376.62 kJ/mol. The value obtained for the LUMO energy is -5.898 eV. As for the charge: +1.

```
16
Properties=species:S:1:pos:R:3:mulliken_charge:R:1
C 1.302 0.814 0.665 0.08
C -0.665 -2.534 -0.165 -0.40
C 0.402 1.949 0.174 -0.56
C -1.912 -2.295 0.182 -0.02
C 1.058 0.090 -0.601 -0.52
N 0.028 1.066 -0.965 0.21
Br -2.565 -0.505 0.349 -0.15
H 2.355 1.006 0.878 0.32
H 0.924 0.265 1.530 0.22
H 0.060 -1.743 -0.365 0.16
H -0.308 -3.544 -0.277 0.26
H -0.439 2.241 0.799 0.27
H 0.944 2.830 -0.164 0.32
H -2.668 -3.026 0.404 0.38
H -0.931 0.647 -0.834 0.02
H 0.079 1.419 -1.927 0.40
```

=====

Density functional theory data (ωB97M-V with the def2-TZVPD basis set) for a 4-piece molecular cluster, C8H14F12N3O10S4 overall at a distorted geometry.

As for the HOMO energy: -0.261 Eh. The value obtained for the HOMO-LUMO gap is 9.20 eV. For the energy above the lowest of the compared OMol25 structures with the same formula, charge and spin, the calculation gives 415.50 kJ/mol. The value obtained for the LUMO energy is 2.094 eV. As for the charge: -1.

```
51
Properties=species:S:1:pos:R:3:mulliken_charge:R:1
O 1.090 19.710 25.383 0.02
H 1.499 18.845 25.464 0.30
H 1.709 20.404 25.625 0.67
H 0.351 19.700 25.996 0.60
C -0.404 17.611 28.693 0.58
F -1.280 17.203 27.766 -0.24
F -0.806 17.097 29.880 -0.22
F 0.826 17.200 28.398 -0.25
S -0.484 19.587 28.797 0.84
O -1.631 19.750 29.766 -0.57
O 0.769 19.954 29.422 -0.60
N -0.595 20.077 27.132 -0.26
S -1.706 21.047 27.362 0.73
O -2.989 20.434 27.450 -0.65
O -1.386 22.163 28.326 -0.59
C -1.748 21.957 25.708 0.63
F -2.816 22.738 25.578 -0.23
F -0.652 22.749 25.608 -0.19
F -1.730 21.119 24.687 -0.25
C 4.119 20.904 27.856 0.61
F 3.609 19.705 27.716 -0.16
F 4.346 21.146 29.150 -0.23
F 5.270 20.916 27.180 -0.24
S 2.991 22.320 27.291 0.80
O 1.839 22.321 28.219 -0.51
O 3.816 23.517 27.398 -0.55
N 2.531 21.721 25.648 -0.58
S 2.869 22.975 24.835 0.93
O 2.139 24.187 25.257 -0.63
O 4.339 23.098 24.655 -0.64
C 2.031 22.492 23.130 0.55
F 2.595 21.389 22.664 -0.23
F 0.691 22.344 23.305 -0.17
F 2.272 23.510 22.254 -0.22
C 2.637 17.122 23.370 -1.66
C 1.809 16.648 24.547 0.60
C 1.916 15.115 24.799 -0.78
O 1.092 14.682 25.881 -0.35
C -0.340 14.907 25.603 -0.60
N 2.255 17.394 25.707 -0.61
H 3.626 16.668 23.323 0.38
H 3.004 18.143 23.475 0.33
H 2.150 16.937 22.412 0.39
H 0.779 16.915 24.310 0.26
H 2.886 14.769 25.156 0.30
H 1.699 14.654 23.835 0.41
H -0.582 14.462 24.638 0.32
H -0.616 15.959 25.674 0.16
H -1.017 14.371 26.268 0.28
H 1.817 16.966 26.510 0.18
H 3.220 17.139 25.864 0.34
```

=====

Density functional theory data (ωB97M-V with the def2-TZVPD basis set) for C44H49AsN8PS2ScSi2 as an isolated structure.

As for the HOMO energy: -0.248 Eh. The value obtained for the HOMO-LUMO gap is 6.59 eV. For the energy above the lowest of the compared OMol25 structures with the same formula, charge and spin, the calculation gives 23.66 kJ/mol. The value obtained for the LUMO energy is -0.168 eV.

```
108
Properties=species:S:1:pos:R:3:mulliken_charge:R:1
Sc 0.555 0.113 -0.616 -0.29
C -0.709 2.116 -3.120 -1.78
N -0.127 2.275 -1.782 1.47
C -1.011 3.111 -0.977 -1.48
C -0.917 2.779 0.461 -0.35
N -0.524 1.624 0.934 2.57
C -0.691 1.746 2.331 -0.50
C -0.444 0.854 3.369 0.96
C -0.683 1.272 4.662 -1.29
C -1.167 2.559 4.941 -0.89
C -1.436 3.453 3.926 -1.34
C -1.191 3.012 2.631 -0.32
N -1.323 3.647 1.411 0.17
C -1.778 1.070 -3.048 0.32
N -2.160 0.502 -1.935 0.36
C -3.160 -0.398 -2.337 -0.74
C -3.993 -1.225 -1.587 0.85
C -4.893 -2.027 -2.260 -0.73
C -4.990 -2.002 -3.661 -0.54
C -4.209 -1.153 -4.419 -1.27
C -3.310 -0.353 -3.723 0.76
N -2.429 0.631 -4.150 -0.01
H 0.068 1.816 -3.817 0.54
H -1.142 3.056 -3.492 0.54
H 0.791 2.709 -1.849 -0.89
H -2.040 2.903 -1.278 0.35
H -0.825 4.180 -1.138 0.50
H -0.112 -0.147 3.176 0.24
H -0.499 0.584 5.476 0.53
H -1.338 2.851 5.967 0.42
H -1.810 4.445 4.134 0.48
H -1.630 4.591 1.247 0.27
H -3.946 -1.231 -0.508 0.07
H -5.537 -2.685 -1.695 0.50
H -5.700 -2.651 -4.154 0.40
H -4.294 -1.114 -5.495 0.44
H -2.169 0.834 -5.100 0.28
S 0.769 -0.435 -3.135 -0.38
C 1.430 -2.017 -3.406 0.47
C 1.304 -2.552 -4.743 -0.34
N 1.183 -2.945 -5.817 -0.62
C 1.971 -2.740 -2.408 0.86
S 2.030 -2.131 -0.808 -0.11
C 2.466 -4.081 -2.653 -0.43
N 2.856 -5.147 -2.827 -0.61
N 1.715 -0.724 1.614 1.32
C 1.235 -1.732 2.515 -1.44
C 1.827 -1.858 3.769 -0.46
C 1.337 -2.773 4.686 -0.91
C 0.249 -3.573 4.355 -0.90
C -0.345 -3.434 3.113 -0.36
C 0.134 -2.518 2.176 0.98
P -0.791 -2.152 0.649 1.84
C -0.772 -3.620 -0.413 0.65
C -1.241 -3.450 -1.713 -0.19
C -1.270 -4.525 -2.591 -1.00
C -0.823 -5.771 -2.176 -0.70
C -0.357 -5.943 -0.879 -0.93
C -0.338 -4.872 0.003 -0.68
C -2.515 -2.167 1.265 -0.11
C -3.339 -3.283 1.142 -0.14
C -4.659 -3.233 1.572 -0.78
C -5.168 -2.072 2.136 -0.75
C -4.351 -0.956 2.269 -0.75
C -3.037 -1.006 1.830 -0.78
H 2.264 -0.025 2.108 -1.00
H 2.380 -1.145 0.966 0.29
H 2.674 -1.231 4.016 0.55
H 1.805 -2.858 5.657 0.43
H -0.146 -4.284 5.067 0.45
H -1.227 -4.019 2.879 0.44
H -1.556 -2.471 -2.063 0.39
H -1.611 -4.375 -3.607 0.50
H -0.811 -6.602 -2.867 0.36
H 0.014 -6.908 -0.559 0.39
H 0.061 -5.013 1.000 0.38
H -2.960 -4.186 0.681 0.45
H -5.292 -4.103 1.457 0.46
H -6.199 -2.034 2.462 0.39
H -4.742 -0.042 2.695 0.47
H -2.428 -0.116 1.892 0.72
C 4.904 3.670 1.434 -1.26
Si 3.306 2.713 1.535 0.46
C 1.972 3.935 1.991 -0.73
C 3.512 1.611 3.049 -1.44
As 2.926 1.405 -0.361 0.92
Si 3.546 3.014 -1.941 0.45
C 2.854 4.732 -1.599 -0.93
C 2.965 2.579 -3.670 -1.09
C 5.401 3.112 -2.051 -1.22
H 4.992 4.209 2.382 0.40
H 4.963 4.398 0.631 0.34
H 5.763 3.003 1.343 0.30
H 2.283 4.460 2.900 0.52
H 1.026 3.435 2.202 0.26
H 1.809 4.676 1.212 0.28
H 4.147 2.144 3.762 0.50
H 4.007 0.664 2.833 0.40
H 2.561 1.416 3.555 0.23
H 1.804 4.716 -1.298 0.04
H 2.939 5.342 -2.503 0.42
H 3.390 5.245 -0.802 0.35
H 2.167 3.243 -4.013 0.29
H 2.643 1.546 -3.782 0.11
H 3.811 2.736 -4.344 0.46
H 5.910 3.070 -1.092 0.29
H 5.697 4.032 -2.564 0.34
H 5.751 2.265 -2.644 0.34
```

=====

Density functional theory data (ωB97M-V with the def2-TZVPD basis set) for a 2-piece molecular cluster, C5H13NO overall at a distorted geometry.

As for the HOMO energy: -0.345 Eh. The value obtained for the HOMO-LUMO gap is 10.31 eV. For the energy above the lowest of the compared OMol25 structures with the same formula, charge and spin, the calculation gives 315.00 kJ/mol. The value obtained for the LUMO energy is 0.912 eV.

```
20
Properties=species:S:1:pos:R:3:mulliken_charge:R:1
C 0.396 -0.052 -2.071 -1.94
C -0.275 -0.171 -0.797 0.83
C 0.838 -0.266 0.238 -0.78
C 0.895 -0.937 1.602 -0.28
C 2.084 -0.913 2.296 -0.78
N -1.095 1.038 -0.707 -0.69
H -0.174 0.059 -2.995 0.45
H 0.950 -0.913 -2.342 0.48
H 1.127 0.788 -2.176 0.39
H -0.816 -1.045 -0.895 0.30
H 1.749 -0.638 -0.292 0.39
H 0.939 0.788 0.536 0.22
H 0.201 -1.773 1.813 0.29
H 2.720 -0.244 1.844 0.29
H 2.756 -1.612 2.911 0.26
H -1.200 1.502 -1.623 0.22
H -0.553 1.784 -0.259 0.29
H -2.885 0.930 0.557 0.36
H -3.987 1.155 1.521 0.34
O -3.669 0.521 0.839 -0.64
```

=====

Look up the HOMO energy of the second one. -0.499 Eh

=====

Which of these has the highest LUMO energy? C3H12ClO3

=====

Which value of LUMO energy does entry 3 give? 2.094 eV